## w
DFT (the ωB97M-V functional and the def2-TZVPD basis) results for a 2-piece molecular cluster, C6H12O2 overall.

Structure (XYZ):
```
20
Properties=species:S:1:pos:R:3
C 2.795 -0.623 0.198
C 1.325 -0.668 -0.050
C 0.480 -1.676 -0.295
C -0.992 -1.503 -0.638
C -1.248 -0.305 -1.482
C -2.122 0.629 -0.711
O -2.598 1.651 -1.186
H 3.306 -0.548 -0.823
H 3.167 -1.591 0.709
H 2.975 0.248 0.963
H 0.873 0.290 -0.040
H 0.841 -2.588 -0.028
H -1.567 -1.577 0.335
H -1.496 -2.377 -1.246
H -1.677 -0.532 -2.571
H -0.382 0.504 -1.562
H -2.474 0.039 0.140
O -0.790 3.512 2.598
H -0.368 4.242 3.097
H -0.047 2.873 2.592
```

Results
SMILES = C/C=C/CCC=O.O
Highest occupied orbital energy = -9.27 eV
2S+1 = 1
Total charge = 0

Want to see where the charge sits? The Mulliken charges in e are:
1. C -0.995
2. C -0.251
3. C -0.397
4. C -0.446
5. C -0.328
6. C 0.067
7. O -0.510
8. H 0.231
9. H 0.274
10. H 0.267
11. H 0.294
12. H 0.442
13. H 0.305
14. H 0.274
15. H 0.329
16. H 0.163
17. H 0.279
18. O -0.625
19. H 0.318
20. H 0.309

---

## x
DFT (the ωB97M-V functional and the def2-TZVPD basis) results for a 2-piece molecular cluster, C6H12O2 overall.

Structure (XYZ):
```
20
Properties=species:S:1:pos:R:3
C -2.732 0.508 -0.580
C -1.354 0.487 -0.605
O -0.480 1.006 -1.651
C -0.488 -0.023 0.542
C 0.822 -0.102 0.694
C 1.506 -0.273 2.087
C 2.906 -0.916 1.922
H -3.301 1.230 -1.118
H -3.296 -0.414 -0.448
H -1.416 1.399 -1.727
H -1.125 -0.105 1.414
H 1.617 0.195 -0.004
H 1.525 0.720 2.529
H 0.846 -0.950 2.686
H 2.658 -1.953 1.624
H 3.510 -0.337 1.164
H 3.374 -0.774 2.900
O -1.323 -0.074 -4.130
H -0.982 0.319 -3.286
H -2.267 0.057 -4.012
```

Results
SMILES = C=C(O)/C=C/CC.O
Highest occupied orbital energy = -9.03 eV
2S+1 = 1
Total charge = 0

Want to see where the charge sits? The Mulliken charges in e are:
1. C -1.119
2. C 0.577
3. O -0.586
4. C -0.473
5. C -0.077
6. C -0.439
7. C -1.038
8. H 0.376
9. H 0.254
10. H 0.306
11. H 0.309
12. H 0.315
13. H 0.322
14. H 0.293
15. H 0.294
16. H 0.302
17. H 0.315
18. O -0.659
19. H 0.432
20. H 0.297

---

w is preferred energetically. Next in line: 0.0390 hartree higher.